The following is a quantum chemistry calculation of a structure of composition C56H56Cl2FeN3O2P2Si2Te, from the Open Molecules 2025 dataset.

Element x y z (Å)
C  -4.398  2.520  2.142
C  -6.195  0.221  -0.592
H  -3.153  -5.473  2.323
O  2.249  0.373  -0.394
H  -1.144  -4.221  1.666
C  1.322  -2.975  -0.309
C  -4.857  0.482  -0.839
C  5.525  0.219  2.772
C  -4.462  -3.775  2.162
C  0.441  -0.566  -5.522
C  -0.924  -2.230  -6.685
H  1.437  -2.721  6.538
H  1.940  1.316  6.750
H  3.243  3.209  3.303
C  -0.047  -2.716  -0.325
Cl  -0.459  1.986  -5.211
C  1.072  3.657  -2.454
H  -0.783  1.546  5.371
H  6.438  0.706  3.093
H  -5.871  3.894  1.392
H  3.220  2.317  6.060
H  4.297  1.133  4.274
H  1.509  -0.794  -3.814
C  -4.761  -1.593  -1.989
H  -4.402  1.396  -0.478
C  -2.176  -2.352  1.405
H  -3.459  -0.652  1.321
C  4.393  2.733  -5.029
H  -0.642  3.002  4.379
C  1.833  -1.824  6.052
H  1.311  3.532  -3.503
C  -3.400  -1.711  1.536
H  -5.495  -1.905  1.949
H  3.647  2.998  -7.026
C  2.449  0.728  -4.792
C  0.411  2.634  -1.781
H  -2.409  0.804  -6.792
N  3.203  -1.057  1.975
C  4.262  1.997  -3.861
H  -6.803  0.935  -0.043
H  -0.876  1.432  3.612
C  1.868  -3.977  -1.099
H  0.165  4.068  1.261
H  -4.223  -2.349  -2.550
C  -0.379  1.942  4.435
O  1.117  -0.492  -2.134
H  1.455  -5.564  -2.486
H  -2.194  3.725  -0.788
H  5.153  3.499  -5.110
C  3.318  0.985  -3.714
C  -4.542  -2.418  1.895
H  1.947  1.237  -6.813
C  -3.130  1.990  1.962
H  1.950  5.610  -2.311
H  1.643  3.025  6.421
H  1.363  5.880  0.074
H  4.172  0.534  -1.815
H  1.145  -4.019  4.019
C  -2.311  2.415  0.913
C  -1.402  0.007  0.023
C  -0.324  -4.506  -1.916
H  4.315  -1.962  0.508
C  -2.097  -3.709  1.730
P  -0.703  1.514  0.685
H  -1.931  -3.303  -1.179
H  -1.059  -3.259  -6.991
Si  1.064  -1.543  4.335
C  5.548  -0.672  1.700
H  -4.440  4.660  -0.477
H  -1.045  -0.766  5.448
C  -4.875  3.486  1.265
C  4.357  -1.270  1.346
C  -0.865  -3.484  -1.153
C  -1.670  0.043  -6.584
C  1.851  0.001  3.638
C  0.438  3.949  0.218
H  -1.299  -0.979  3.714
H  2.937  -4.158  -1.089
C  2.198  2.963  3.098
C  -6.104  -1.766  -1.686
C  1.385  -3.151  3.397
H  3.654  -0.889  -2.735
Fe  1.107  0.038  1.393
H  4.931  2.198  -3.032
H  0.154  1.733  -2.314
C  3.153  -0.192  3.018
H  -5.016  2.173  2.961
C  1.421  4.821  -1.789
H  2.918  -1.936  5.967
H  -1.234  -2.388  4.769
Te  -2.029  -0.173  -1.983
Si  1.490  1.688  4.317
H  -2.757  -1.532  -7.546
H  6.460  -0.888  1.161
H  -6.633  -2.661  -2.002
C  -2.799  3.386  0.042
C  -0.548  0.380  -5.845
N  -6.826  -0.883  -0.999
H  2.426  -3.229  3.089
Cl  1.390  -3.090  -5.627
C  2.595  1.463  -5.975
C  0.094  2.761  -0.434
C  3.387  0.140  -2.457
H  -5.352  -4.334  2.423
C  4.339  0.464  3.424
H  2.152  2.573  2.078
P  -0.679  -1.424  0.839
C  -3.230  -4.416  2.097
C  3.554  2.451  -6.095
C  0.207  -1.877  -5.976
C  1.095  4.969  -0.448
H  -0.972  -5.115  -2.535
C  2.123  -0.003  -1.601
H  1.956  -2.382  0.341
C  -4.105  -0.449  -1.549
C  -1.864  -1.262  -6.998
H  -2.770  1.218  2.632
H  1.645  -0.971  6.711
H  1.633  3.897  3.123
H  0.777  -3.201  2.493
C  -0.803  -1.399  4.591
N  1.563  -0.335  -4.727
C  1.041  -4.759  -1.891
C  2.143  2.128  6.047
C  -4.074  3.914  0.218

Results
Net charge = -1
2S+1 = 5
Total energy = -168609.8168 eV
Frontier orbital gap (alpha / beta) = 6.99 / 7.22 eV